Formula: C22H30O8
Source: the OMol25 dataset
Level of theory: the ωB97M-V functional and the def2-TZVPD basis

Geometry as XYZ:
```
60
Properties=species:S:1:pos:R:3:forces:R:3
C -0.38235 5.55537 0.67972 0.122 -0.104 0.066
C 0.73841 4.56575 1.06343 -0.107 0.308 -0.284
C 1.53331 5.03802 2.28913 0.382 -0.393 -0.207
C 0.16971 3.15550 1.24311 0.082 -0.040 0.655
C 1.20171 2.19102 1.77241 0.140 0.380 -0.899
C 2.35856 1.97372 1.13999 -0.136 -0.129 0.333
C 3.36092 1.04231 1.70004 -0.234 0.177 0.043
O 4.18273 0.48345 1.01356 0.430 -0.018 -0.270
C 3.30549 0.86003 3.16939 0.213 -0.114 0.540
C 4.45098 0.49815 3.87419 -0.619 0.083 0.315
C 4.37625 0.37031 5.26244 -0.133 0.053 -0.375
C 3.17136 0.58948 5.93161 -0.123 0.073 -0.432
C 2.02324 0.94092 5.22130 0.443 -0.150 -0.290
C 2.09951 1.07771 3.83743 0.330 -0.121 0.238
C 0.91622 1.44269 3.02050 0.630 0.033 0.072
O -0.20189 1.14260 3.33416 -0.947 -0.006 0.352
H -1.36740 5.09776 0.72762 -0.118 -0.028 0.052
H -0.36593 6.40669 1.35142 -0.168 0.137 0.118
H -0.25646 5.95263 -0.32332 0.033 -0.043 -0.160
H 1.43084 4.52897 0.22364 0.142 0.020 -0.087
H 2.58085 4.76623 2.17441 0.125 -0.053 0.073
H 1.20712 4.55944 3.21089 -0.267 0.126 0.153
H 1.50951 6.11559 2.40325 -0.131 0.152 0.055
H -0.25150 2.78827 0.31142 -0.082 -0.035 -0.155
H -0.63635 3.20682 1.97415 -0.180 -0.073 -0.029
H 2.60135 2.45645 0.20602 0.003 -0.026 -0.214
H 5.36529 0.34595 3.32402 0.148 -0.096 0.025
H 5.27045 0.09952 5.80223 0.020 -0.015 0.177
H 3.10502 0.48934 7.00315 0.123 -0.019 0.136
H 1.08541 1.12031 5.72246 -0.118 -0.041 0.048
C 3.96910 -1.10957 -1.86241 -0.080 -0.185 -0.225
C 2.72002 -0.28131 -1.65940 0.268 0.040 0.225
O 1.82010 -0.39136 -2.77738 -0.037 0.002 -0.053
C 1.06377 -1.48596 -2.79435 -0.100 0.136 0.079
O 1.04191 -2.35145 -1.95804 0.035 -0.048 -0.034
O 0.29968 -1.44388 -3.88840 -0.004 -0.005 -0.047
C -0.55076 -2.58106 -4.05599 -0.121 -0.148 -0.121
H 4.44280 -0.85223 -2.81133 0.021 0.070 0.038
H 4.67261 -0.93011 -1.05388 -0.003 0.055 0.055
H 3.72951 -2.17260 -1.88769 -0.032 0.011 0.058
H 2.97080 0.77491 -1.60009 -0.052 0.032 -0.122
H 2.20004 -0.55401 -0.74232 -0.047 -0.097 -0.047
H -1.14023 -2.76614 -3.16258 0.077 -0.069 0.058
H 0.03814 -3.46360 -4.30043 0.022 -0.017 0.096
H -1.21464 -2.35664 -4.88636 0.075 0.120 -0.021
C -6.47579 -5.83570 -2.10383 0.131 0.105 0.136
C -6.70910 -4.85793 -3.23516 -0.145 -0.356 -0.072
O -6.40775 -3.51151 -2.83940 0.014 0.064 0.012
C -5.11610 -3.19006 -2.85196 -0.063 0.047 -0.147
O -4.20770 -3.90463 -3.19208 0.019 -0.016 0.053
O -4.99813 -1.92454 -2.45041 -0.006 -0.017 0.036
C -3.64729 -1.46448 -2.38359 0.132 0.213 0.084
H -7.02819 -5.52775 -1.21535 -0.075 -0.032 -0.039
H -6.80473 -6.83353 -2.39355 -0.019 0.003 -0.020
H -5.41959 -5.88353 -1.84114 0.013 -0.020 -0.069
H -7.76052 -4.84413 -3.51615 -0.008 0.148 0.045
H -6.12949 -5.12271 -4.11875 0.101 0.066 0.046
H -3.13243 -1.64311 -3.32273 -0.001 -0.063 -0.013
H -3.12133 -1.95642 -1.56607 0.040 -0.064 -0.067
H -3.68707 -0.39594 -2.19293 -0.153 -0.015 0.026
```
Forces are in eV/Å.

Results
Gap between HOMO and LUMO: 8.87 eV
Molar mass: 422.5 g/mol
SMILES: CC(C)CC1=CC(=O)c2ccccc2C1=O.CCOC(=O)OC.CCOC(=O)OC
Calculated total energy: -39680.8272 eV

Formula: C22H31AlF16I2NO5
Source: the OMol25 dataset
Level of theory: the ωB97M-V functional and the def2-TZVPD basis

Geometry as XYZ:
```
78
Properties=species:S:1:pos:R:3:forces:R:3
C -2.16465 2.08503 2.74280 -0.055 -0.602 -0.594
C -2.30926 2.32957 1.10247 0.080 0.815 0.816
O -1.00687 2.74865 0.56632 -1.347 -1.765 0.805
C -0.07141 1.57708 0.49162 -0.401 -0.042 -1.219
C 0.32416 1.42220 -1.08562 0.040 1.270 0.581
Al 1.32299 -0.36486 -1.54075 0.253 1.368 0.626
C 3.32595 0.27358 -1.67180 2.457 -1.032 0.773
C 4.33418 -1.04563 -1.56301 -0.381 -1.258 -4.104
O 4.54409 -1.93629 -2.53415 -1.038 4.649 5.229
C 1.24972 -1.55619 0.06020 0.001 -1.377 2.256
C 0.77046 -3.10725 -0.05802 -0.333 -0.346 2.337
C -0.88038 -3.28498 0.14632 -2.655 2.843 -1.181
N -1.30470 -4.64962 0.72612 1.847 1.188 -2.097
O -1.77248 -2.32194 -0.10316 5.171 -5.931 1.533
C 0.82639 -0.98568 -3.38144 0.195 2.005 -2.915
I 0.26721 -3.06683 -3.70827 0.192 0.279 -0.033
C -0.35844 -0.11065 -4.17783 -0.585 -3.556 -0.617
C -1.85832 -0.29778 -3.55609 -0.736 0.971 -1.306
I 0.23381 1.93926 -4.66617 -0.208 -0.774 0.352
H -2.29329 0.91912 2.91016 0.086 2.490 0.004
H -1.06247 2.35370 3.10828 -2.587 -0.320 -0.887
H -2.99610 2.70876 3.30230 1.833 -1.413 -0.914
H -2.75774 1.35708 0.62722 1.154 1.557 0.590
H -3.08081 3.19504 0.85494 1.716 -1.576 0.652
H -0.70365 0.65957 0.84630 1.514 1.462 -0.500
H 0.86767 1.78111 1.19753 -2.048 -0.537 -1.523
H 1.01627 2.36141 -1.34286 -1.460 -1.898 0.461
H -0.63862 1.55772 -1.74985 1.651 -0.126 1.570
H 3.51655 0.93445 -0.70472 -0.254 -1.286 -1.958
H 3.50779 0.91857 -2.63166 -0.184 -1.418 1.668
H 4.88193 -1.20389 -0.52890 -1.100 0.084 -1.744
H 0.56804 -1.08999 0.92450 1.408 -0.971 -1.848
H 2.33032 -1.61093 0.57158 -2.147 0.126 -1.131
H 1.21276 -3.64126 0.91515 -1.032 0.783 -1.885
H 1.20479 -3.72792 -0.94145 -1.210 1.274 1.337
H -1.90059 -5.16738 0.03471 0.414 1.021 0.888
H -0.42016 -5.23616 0.80945 -1.427 1.142 -0.164
H 1.77398 -0.82229 -4.09609 -1.940 -0.634 1.598
H -0.41158 -0.64392 -5.24938 0.042 1.520 2.215
H -2.55028 0.46297 -4.15955 1.454 -1.594 1.343
H -2.28290 -1.37734 -3.84218 1.191 2.330 0.950
H -1.98467 -0.03759 -2.42612 0.513 -0.755 -2.093
C -6.57671 0.63299 -1.59953 -0.100 -1.137 0.208
C -5.54741 1.34937 -2.48679 -0.420 -0.473 -0.619
C -4.89873 2.57612 -1.85447 1.078 0.707 -0.113
F -5.79732 3.53675 -1.54487 0.345 -0.043 -0.125
F -4.01600 3.14740 -2.71737 -0.216 -0.404 -0.024
F -6.12008 1.64884 -3.68250 0.150 0.147 0.273
F -4.55723 0.44387 -2.76759 -0.327 0.490 0.547
O -7.94973 0.96024 -1.83267 -0.041 1.983 0.509
C -8.41644 2.14108 -1.18070 0.924 -2.045 0.727
C -8.80775 3.25192 -2.16148 -0.026 0.666 -0.745
F -7.77204 3.59732 -2.96549 -0.543 -0.307 0.218
F -9.18061 4.38121 -1.50191 0.029 -0.457 0.236
F -7.49447 2.53797 -0.27020 -1.004 0.212 -0.163
F -9.50696 1.75904 -0.46134 0.086 0.472 -0.554
H -6.50888 -0.43410 -1.84715 -0.031 0.328 -0.191
H -6.31880 0.68133 -0.53463 0.022 0.266 -0.314
H -4.34660 2.31235 -0.94881 -0.065 -0.203 -0.009
H -9.63736 2.93712 -2.80101 0.028 -0.188 0.191
C 6.34024 -2.63669 3.43005 -0.048 -1.144 0.062
C 5.24834 -1.62714 3.04474 -0.390 -0.279 0.798
C 5.69833 -0.53042 2.08545 -0.465 0.919 -0.757
F 6.69054 0.23127 2.59677 -0.338 -0.015 -0.230
F 4.67045 0.31842 1.81504 0.019 -0.438 0.207
F 4.70193 -1.10710 4.17538 0.199 0.061 -0.346
F 4.24175 -2.33334 2.43870 0.558 0.262 -0.199
O 7.00752 -2.40308 4.67375 0.893 1.749 -0.404
C 8.08471 -1.46796 4.62389 -0.420 -2.019 -1.033
C 7.81401 -0.19846 5.43881 -0.398 0.852 0.419
F 6.68930 0.43359 5.02173 0.398 -0.415 0.333
F 8.83156 0.69454 5.31026 0.043 -0.516 -0.136
F 8.38906 -1.21179 3.32840 0.480 0.131 0.898
F 9.16392 -2.12046 5.13596 -0.381 0.594 0.205
H 5.83403 -3.59993 3.57332 -0.052 0.361 0.128
H 7.04839 -2.82121 2.61313 -0.185 0.343 0.145
H 6.03658 -0.94802 1.13368 0.027 -0.198 0.108
H 7.69276 -0.43153 6.50056 0.086 -0.226 -0.120
```
Forces are in eV/Å.

Results
Gap between HOMO and LUMO: 7.54 eV
Molar mass: 974.3 g/mol
Energy relative to the best compared isomer or geometry (same formula, charge and spin): 6.3897 eV
Net charge: -1
Calculated total energy: -101317.9548 eV

Q: Look up the calculated total energy of the second one.
A: -101317.9548 eV

Q: Look up the calculated total energy of the first one.
A: -39680.8272 eV

Q: The highest gap between HOMO and LUMO belongs to which entry?
A: C22H30O8

Q: Among the records above, which one has the highest molar mass?
A: C22H31AlF16I2NO5